(1)
Entry from the OMol25 dataset: C40H42AsN9O7S4Tc as an isolated structure (ωB97M-V with the def2-TZVPD basis set).

Computed properties:
HOMO-LUMO gap (spin up / spin down): 7.575 / 5.370 eV
Multiplicity: 4
Strongest force on any atom: 0.5 eV Å⁻¹
<S²>: 3.7997
LUMO energy (spin up / spin down): -1.0 / -2.8 eV
HOMO energy (spin up / spin down): -0.316 / -0.300 hartree

Last column: Löwdin spin population.
Geometry (Å):
C (2.437, -1.112, 0.104)  0.000
H (1.776, -5.055, -1.013)  0.000
H (-5.025, 3.908, -0.865)  0.000
H (-0.994, 2.446, -3.686)  0.000
H (-2.251, -0.460, -2.188)  0.001
C (-2.440, -1.116, 6.275)  0.004
H (-2.095, 6.956, -1.543)  0.000
H (3.079, -5.110, -2.194)  0.000
H (0.227, -3.432, -0.903)  0.000
H (4.345, -1.656, -1.795)  0.000
C (-1.722, 5.633, 0.100)  0.000
H (-4.071, -6.399, -1.222)  0.000
S (5.696, 1.854, 3.479)  -0.037
N (0.558, -2.365, 4.888)  0.013
H (4.510, -3.178, -2.667)  0.000
C (-4.417, -4.490, -0.297)  0.001
H (7.987, 2.463, -0.361)  0.001
N (4.403, 1.793, 1.278)  0.236
C (-1.690, -1.878, 0.300)  0.011
H (3.421, -4.253, 0.767)  0.000
C (-5.476, -4.067, -1.325)  0.001
H (-6.063, -4.935, -1.628)  0.000
C (-1.542, 1.505, -1.749)  0.015
C (-0.233, -1.635, 0.152)  0.008
N (-0.016, 2.509, -0.616)  0.003
C (-5.105, -5.140, 0.912)  0.001
S (2.650, 1.946, 3.186)  0.546
H (-0.797, 6.110, 0.401)  0.000
S (-4.046, 2.544, 1.357)  0.005
O (-2.856, 2.053, 2.136)  0.028
H (-3.020, -5.139, -1.848)  0.000
C (-3.667, -3.244, 0.154)  0.013
H (-5.361, -2.351, 1.157)  0.000
C (-2.320, -3.033, -0.132)  -0.001
H (3.125, -2.127, -2.988)  0.000
H (0.388, 2.813, 0.273)  0.000
C (6.616, 1.787, 2.004)  0.007
C (2.999, -3.248, -1.122)  0.001
O (-1.819, 4.090, 3.777)  0.000
C (-2.454, 6.104, -0.980)  0.000
H (3.957, 1.113, -0.901)  0.001
Tc (-1.273, 0.833, 1.484)  1.718
H (-2.706, -5.849, -0.253)  0.000
H (8.324, 2.401, -2.781)  0.000
O (-1.067, -0.012, 3.259)  0.044
O (-0.242, 2.527, 2.011)  0.042
C (2.320, -4.463, -1.752)  0.000
H (3.488, -0.861, 0.140)  0.000
H (6.503, 1.664, -4.291)  0.001
C (-2.643, 0.555, -2.074)  0.003
H (-1.360, 4.737, 4.329)  0.000
As (-0.931, 4.078, 2.268)  0.003
H (-3.103, 0.837, -3.020)  0.000
H (4.692, -4.418, -0.453)  0.000
N (5.697, 1.786, 0.952)  0.105
C (0.627, -2.533, -0.463)  0.000
H (1.131, 4.820, -1.517)  0.000
C (1.995, -2.289, -0.494)  0.010
H (4.309, 1.025, -3.321)  0.000
H (-4.124, -0.322, 1.818)  0.000
C (-2.167, 4.538, 0.840)  0.001
H (1.844, 0.684, 1.134)  0.002
O (0.253, 5.199, 2.292)  0.002
C (3.789, -2.501, -2.206)  0.001
N (-1.930, -0.081, 4.235)  -0.005
C (0.136, 2.964, -1.863)  0.014
N (-1.052, 1.646, -0.518)  0.006
C (7.186, 2.136, -0.999)  0.009
H (2.174, 3.553, -2.166)  0.001
C (-4.099, 4.400, -0.599)  0.000
C (3.960, -3.731, -0.025)  0.001
C (5.124, 1.332, -2.678)  -0.001
C (5.964, 1.752, -0.464)  -0.001
H (-5.587, -6.068, 0.601)  0.000
C (4.923, 1.365, -1.309)  0.009
C (1.170, 3.978, -2.209)  0.002
H (-6.159, -3.323, -0.913)  0.000
C (-0.393, -1.733, 5.016)  0.005
C (-1.584, -0.938, 5.142)  0.033
H (1.630, -4.176, -2.548)  0.000
C (-4.321, -2.255, 0.883)  -0.003
N (-3.110, -1.294, 7.190)  0.015
C (-3.363, 3.928, 0.478)  0.001
N (0.221, -0.497, 0.704)  -0.007
H (1.001, 4.351, -3.217)  0.000
O (-4.448, 1.578, 0.355)  0.003
H (-3.406, 0.559, -1.298)  0.001
C (7.367, 2.099, -2.375)  -0.001
C (6.349, 1.692, -3.220)  0.010
H (-5.009, -3.642, -2.216)  0.000
C (-0.820, 2.325, -2.630)  0.003
H (-4.386, -5.376, 1.698)  0.000
C (-3.645, 5.486, -1.330)  0.000
O (-5.069, 3.033, 2.229)  -0.002
C (-3.645, -1.115, 1.264)  0.011
C (1.531, -0.243, 0.672)  0.010
C (4.206, 1.859, 2.590)  0.012
N (-2.360, -0.921, 0.959)  -0.003
H (-1.756, -3.778, -0.669)  0.000
H (-4.223, 5.849, -2.169)  0.000
S (8.233, 1.565, 1.993)  0.091
H (4.505, -2.902, 0.427)  0.000
C (-3.489, -5.521, -0.939)  0.000
H (-5.876, -4.498, 1.339)  0.000

***

(2)
Entry from the OMol25 dataset: a 5-piece molecular cluster, C18H38N2O12P overall (ωB97M-V with the def2-TZVPD basis set).

Computed properties:
HOMO-LUMO gap: 6.472 eV
Charge: -1
Multiplicity: 1
Strongest force on any atom: 0.6 eV Å⁻¹
LUMO energy: 1.9 eV
HOMO energy: -0.170 hartree

Last column: Mulliken charge in e.
Geometry (Å):
O (-4.543, 2.800, 0.625)  -0.575
H (2.205, -2.429, -1.682)  0.093
O (-0.584, 2.489, 1.788)  -0.513
H (-3.314, 3.091, 4.799)  0.259
H (-7.037, 4.095, -2.316)  0.331
H (-2.168, 4.176, 3.088)  0.312
H (2.885, 2.845, -1.245)  0.375
H (1.241, 3.500, -1.268)  0.333
O (3.459, -3.160, 4.474)  -0.392
H (3.943, 1.315, 0.434)  0.285
H (-4.238, 2.889, -2.010)  0.174
H (4.412, -6.474, -3.028)  0.323
H (1.904, 2.873, 0.238)  0.194
C (1.237, 1.396, -1.118)  0.633
C (3.433, 0.355, -1.440)  -0.443
H (4.322, -5.775, 4.285)  0.267
C (-5.585, 5.699, -3.830)  0.702
O (4.144, -5.923, -0.549)  -0.564
C (1.881, 2.732, -0.843)  -0.915
O (2.875, -4.248, -1.153)  -0.294
C (-6.349, 4.806, -4.788)  -0.883
C (0.936, -3.878, -2.613)  -1.126
H (-5.245, 2.646, -3.449)  0.339
C (-5.263, 2.837, -2.372)  -0.768
H (-0.528, 5.058, 1.947)  0.265
C (4.194, -3.923, 2.235)  -0.700
H (2.024, -4.131, 5.473)  0.315
O (-0.760, 4.810, 1.042)  -0.519
H (0.511, -3.168, -3.322)  0.361
O (4.543, -1.768, 3.173)  -0.575
H (3.717, 1.178, -2.099)  0.399
H (-3.169, 1.883, 2.901)  0.156
P (-1.710, 3.465, 1.002)  0.504
H (4.165, -3.437, 1.264)  0.141
C (3.607, -5.528, 5.070)  -0.912
H (-6.898, 5.447, -5.475)  0.300
C (3.547, -5.379, -1.439)  0.865
C (2.299, -3.403, -2.160)  -0.227
H (-7.046, 4.126, -4.309)  0.319
C (-4.879, 2.667, 1.824)  0.262
H (5.253, 0.372, -0.289)  0.379
H (0.266, -3.955, -1.758)  0.328
H (-5.945, 4.255, -0.944)  0.236
C (4.068, -2.863, 3.302)  0.684
C (3.472, -5.966, -2.830)  -1.153
H (3.896, -0.442, 0.507)  0.227
O (2.018, 0.289, -1.276)  -0.306
C (4.176, 0.405, -0.120)  -0.907
O (-5.142, 6.759, -4.197)  -0.610
H (4.170, -5.275, 5.969)  0.291
H (-0.949, 1.599, 1.865)  0.265
H (2.994, -3.285, -2.995)  0.422
H (3.678, -0.567, -1.970)  0.273
H (3.296, -5.237, -3.616)  0.340
H (-5.626, 4.223, -5.358)  0.228
H (5.164, -4.407, 2.350)  0.270
O (-5.350, 5.285, -2.584)  -0.352
N (-2.740, 3.885, 2.294)  -0.497
O (0.051, 1.260, -1.139)  -0.531
O (-5.970, 2.379, 2.313)  -0.739
H (0.984, -4.857, -3.091)  0.330
C (2.720, -4.367, 4.669)  -0.403
H (2.120, -4.598, 3.788)  0.365
N (-4.107, 3.201, 4.171)  -0.670
H (-4.336, 4.191, 4.184)  0.294
H (3.422, -4.686, 2.244)  0.314
H (-5.748, 2.002, -1.869)  0.310
C (-3.687, 2.850, 2.822)  0.252
C (-5.985, 4.113, -2.022)  -0.362
H (2.669, -6.702, -2.845)  0.280
H (3.002, -6.412, 5.273)  0.341

***

(3)
Entry from the OMol25 dataset: C5H7N4 as an isolated structure (ωB97M-V with the def2-TZVPD basis set).

Computed properties:
HOMO-LUMO gap: 8.696 eV
Charge: +1
Multiplicity: 1
Strongest force on any atom: 3.6 eV Å⁻¹
LUMO energy: -6.3 eV
HOMO energy: -0.552 hartree

Last column: Mulliken charge in e.
Geometry (Å):
C (0.369, 2.218, -1.247)  0.349
N (0.565, -0.550, 0.718)  1.185
C (0.367, -2.724, 1.139)  -0.488
H (1.115, -0.983, 2.609)  0.456
H (-0.527, -3.078, -0.871)  0.458
C (0.722, -1.590, 1.765)  -0.170
N (0.982, 0.592, 0.725)  -0.763
H (-1.491, 3.117, -0.382)  0.374
H (-1.428, 1.624, 0.067)  0.233
H (-1.775, 2.057, -1.601)  0.303
C (-0.146, -2.370, -0.160)  -0.023
C (-1.029, 2.246, -0.773)  -0.939
H (0.369, -3.727, 1.480)  0.433
H (0.641, 2.825, -2.198)  0.365
N (0.006, -1.128, -0.435)  -0.555
N (1.259, 1.473, -0.837)  -0.219

***

(4)
Entry from the OMol25 dataset: a 6-piece molecular cluster, C36H80ClN5O8 overall (ωB97M-V with the def2-TZVPD basis set).

Computed properties:
HOMO-LUMO gap: 5.835 eV
Multiplicity: 1
Strongest force on any atom: 2.5 eV Å⁻¹
LUMO energy: -1.6 eV
HOMO energy: -0.275 hartree

Last column: Mulliken charge in e.
Geometry (Å):
H (-20.007, -3.815, 13.383)  0.409
H (-15.889, -9.547, 9.135)  0.616
H (-10.476, -6.042, 14.424)  0.444
C (-15.286, -8.729, 9.533)  0.738
H (-17.256, -9.062, 15.066)  0.364
H (-15.730, -5.340, 8.948)  0.410
H (-9.240, -10.885, 14.662)  0.333
N (-19.763, -14.402, 11.937)  0.373
H (-18.438, -5.164, 15.166)  0.340
H (-8.144, -9.766, 13.846)  0.438
H (-16.216, -8.394, 12.780)  0.244
O (-13.880, -12.397, 12.361)  -0.623
H (-15.687, -8.437, 10.500)  -1.312
H (-17.139, -7.436, 11.682)  -0.545
H (-18.363, -7.861, 15.802)  0.460
C (-20.234, -14.002, 14.673)  -0.963
C (-12.645, -8.508, 6.171)  -1.891
H (-12.441, -6.083, 7.748)  0.348
C (-12.230, -8.940, 15.288)  1.536
H (-17.755, -16.059, 12.306)  0.260
H (-14.537, -5.982, 6.583)  0.336
C (-15.199, -6.188, 9.384)  -1.270
H (-9.298, -7.621, 13.004)  0.460
H (-14.320, -8.673, 15.989)  0.422
H (-11.134, -9.790, 11.611)  0.241
H (-12.168, -7.030, 9.245)  0.302
C (-19.496, -12.029, 11.503)  -1.292
H (-19.777, -16.119, 14.853)  0.433
C (-19.539, -15.264, 14.214)  -1.161
H (-18.353, -5.997, 10.853)  0.112
H (-11.697, -15.135, 11.084)  0.395
C (-12.205, -7.067, 8.156)  -1.928
H (-19.782, -13.759, 15.642)  0.414
C (-18.715, -16.571, 12.306)  -1.796
C (-19.836, -8.296, 11.902)  -0.075
C (-10.577, -7.114, 14.618)  -0.783
C (-15.421, -7.519, 8.600)  1.686
C (-18.067, -7.607, 13.641)  2.260
C (-19.846, -15.626, 12.735)  1.671
N (-14.501, -7.676, 7.476)  0.212
H (-19.805, -8.685, 13.960)  0.414
O (-18.025, -5.322, 14.311)  -0.494
H (-16.233, -6.616, 12.911)  0.666
H (-21.432, -7.179, 12.853)  0.277
C (-17.609, -8.028, 15.034)  -2.221
H (-11.160, -7.225, 7.857)  0.503
H (-21.123, -5.005, 14.099)  0.463
H (-18.458, -15.123, 14.294)  0.349
C (-19.938, -12.809, 13.760)  -0.845
H (-17.249, -8.502, 7.864)  0.382
C (-18.936, -5.298, 11.452)  -1.628
H (-11.986, -10.315, 16.986)  0.372
H (-10.936, -7.568, 12.501)  0.048
H (-16.692, -7.488, 15.299)  0.431
H (-21.289, -4.526, 12.404)  0.408
H (-12.146, -7.664, 5.681)  0.396
C (-9.080, -9.835, 14.397)  -1.833
H (-15.449, -6.298, 10.437)  -0.040
H (-16.940, -6.943, 7.131)  0.424
C (-13.740, -9.185, 15.223)  -2.200
O (-14.780, -6.894, 6.349)  -0.447
C (-21.799, -12.883, 12.093)  -1.812
H (-12.678, -7.122, 14.229)  0.181
O (-15.833, -11.080, 12.719)  -0.344
H (-22.321, -13.681, 12.626)  0.346
H (-20.913, -14.759, 10.414)  0.341
H (-12.033, -8.635, 17.480)  0.389
C (-19.056, -8.670, 13.154)  -1.759
H (-19.916, -11.085, 11.869)  -0.073
C (-10.308, -7.904, 13.327)  -0.920
C (-13.867, -9.263, 9.723)  -0.189
O (-15.462, -12.256, 10.673)  -0.700
H (-13.907, -10.159, 10.341)  0.097
C (-20.570, -4.729, 13.201)  -2.121
H (-13.292, -8.564, 10.346)  -0.083
C (-19.680, -5.860, 12.683)  1.694
C (-20.297, -13.085, 12.296)  1.682
H (-13.985, -10.248, 15.238)  0.468
H (-12.854, -14.569, 12.071)  0.177
H (-12.351, -16.197, 12.134)  0.402
H (-22.113, -11.905, 12.448)  0.377
H (-18.296, -4.458, 11.730)  0.354
H (-20.587, -12.020, 14.150)  0.345
H (-14.072, -8.869, 14.229)  0.327
H (-18.877, -16.914, 11.282)  0.391
H (-21.563, -16.464, 11.643)  0.325
C (-21.206, -16.302, 12.664)  -1.768
H (-18.433, -12.045, 11.715)  0.149
H (-19.205, -8.214, 11.010)  0.004
H (-12.254, -6.925, 15.954)  0.532
H (-11.833, -9.244, 6.186)  0.405
H (-9.029, -9.280, 15.331)  0.336
C (-12.002, -7.440, 15.024)  -0.998
H (-18.574, -9.648, 13.180)  0.406
H (-10.605, -9.382, 16.698)  0.315
H (-18.745, -17.404, 13.010)  0.399
C (-10.327, -9.407, 13.594)  1.588
H (-12.079, -9.697, 8.584)  0.400
H (-13.516, -10.276, 7.805)  0.288
H (-20.984, -6.696, 11.205)  0.477
H (-22.053, -12.979, 11.034)  0.428
C (-11.695, -9.302, 16.688)  -1.731
C (-16.848, -7.501, 12.734)  -0.950
C (-13.123, -8.161, 7.574)  1.918
N (-18.812, -6.348, 13.743)  0.365
H (-9.410, -10.020, 11.707)  0.444
H (-11.365, -15.012, 12.757)  0.379
O (-19.959, -14.669, 10.571)  -0.499
H (-17.518, -6.983, 8.774)  0.144
H (-18.902, -12.501, 13.903)  0.334
H (-19.690, -4.922, 10.753)  0.466
H (-13.433, -8.848, 5.504)  0.406
H (-9.855, -7.298, 15.414)  0.364
Cl (-15.304, -12.252, 12.110)  1.496
H (-21.969, -15.797, 13.259)  0.327
H (-21.303, -14.150, 14.843)  0.405
H (-10.493, -11.238, 12.398)  0.359
N (-11.592, -9.755, 14.253)  1.068
H (-19.733, -11.948, 10.441)  0.371
H (-14.139, -5.937, 9.313)  0.412
H (-12.352, -11.362, 13.718)  0.335
C (-16.869, -7.500, 8.064)  -1.458
C (-20.592, -7.004, 12.178)  -1.465
N (-12.057, -15.223, 12.038)  -0.393
O (-11.801, -11.129, 14.471)  -0.581
C (-13.133, -9.451, 8.408)  -1.575
C (-10.341, -10.168, 12.263)  -1.925
O (-15.991, -13.407, 12.655)  -0.730
H (-21.180, -17.315, 13.084)  0.451
H (-20.488, -9.139, 11.667)  0.363

***

(5)
Entry from the OMol25 dataset: a 2-piece molecular cluster, C5H15N2S overall (ωB97M-V with the def2-TZVPD basis set).

Computed properties:
HOMO-LUMO gap: 10.191 eV
Charge: +1
Multiplicity: 1
Strongest force on any atom: 0.9 eV Å⁻¹
LUMO energy: -3.5 eV
HOMO energy: -0.502 hartree

Last column: Mulliken charge in e.
Geometry (Å):
C (0.488, -0.125, -1.681)  -1.189
H (-2.443, -2.418, 0.128)  0.322
C (0.412, 0.859, -0.579)  0.909
H (2.979, 1.322, -1.969)  0.314
H (0.327, 0.351, -2.646)  0.367
H (-0.704, -2.144, 2.476)  0.220
H (-2.142, -3.716, 1.291)  0.334
H (1.475, -0.590, -1.708)  0.343
H (-1.029, 1.040, 2.365)  0.291
H (-0.816, -3.112, 0.292)  0.307
H (-2.202, -1.514, 2.324)  0.242
H (2.978, 3.093, -2.026)  0.377
S (1.285, 2.338, -0.596)  0.080
H (-0.703, -0.362, 0.699)  0.261
H (1.772, 2.198, -2.967)  0.333
H (-0.253, -0.908, -1.543)  0.280
C (-1.717, -2.820, 0.834)  -0.897
C (2.352, 2.205, -2.050)  -0.916
H (-0.704, 2.450, 1.334)  0.386
N (-1.368, -1.773, 1.802)  -0.656
H (0.637, 1.586, 2.090)  0.413
C (-0.349, 1.463, 1.633)  -1.102
N (-0.276, 0.576, 0.499)  -0.017

***

(6)
Entry from the OMol25 dataset: a 2-piece molecular cluster, CH2N2O2 overall (ωB97M-V with the def2-TZVPD basis set).

Computed properties:
HOMO-LUMO gap (spin up / spin down): 9.791 / 9.950 eV
Multiplicity: 3
Strongest force on any atom: 3.2 eV Å⁻¹
<S²>: 2.0075
LUMO energy (spin up / spin down): 0.7 / -1.1 eV
HOMO energy (spin up / spin down): -0.334 / -0.406 hartree

Last column: Löwdin spin population.
Geometry (Å):
H (2.533, -1.071, 1.595)  0.096
C (-2.339, 0.699, -0.315)  0.000
O (2.097, -0.561, -0.119)  0.945
O (-3.313, 0.797, 0.266)  0.000
H (-0.629, 0.732, -1.441)  0.000
N (2.850, -1.145, 0.639)  0.959
N (-1.199, 0.549, -0.623)  0.000